Entry from OMol25: a structure of composition C46H58As3CuN4O4P2S (the ωB97M-V functional and the def2-TZVPD basis).

Structure (XYZ):
```
119
C46H58As3CuN4O4P2S (the ωB97M-V functional and the def2-TZVPD basis)
As 2.60 0.35 -0.79
C -3.21 4.04 -0.93
C 3.74 0.94 0.65
H 2.91 -2.91 -5.58
O -0.33 -0.67 3.20
C -3.50 3.23 0.18
H 3.82 0.14 1.37
C -5.12 -2.33 -1.91
H -2.55 -3.48 0.02
H 4.43 -3.51 0.72
H -4.12 -0.79 -3.96
C 3.06 0.40 4.34
H -3.21 -0.10 5.58
C -5.53 -4.58 -1.18
C -2.52 1.43 4.24
H 0.08 -4.50 -2.01
H 5.19 -1.93 0.47
H 6.25 -1.25 -3.78
C -1.34 0.23 -5.51
H 0.96 5.14 3.04
H -0.09 -3.03 -3.03
O 1.80 -1.07 2.11
C 3.06 1.82 6.25
N 0.77 3.14 2.51
H 1.61 5.93 0.81
S 0.90 -0.11 2.75
H 0.20 -4.54 0.73
H 3.36 1.85 1.13
H 2.36 -2.07 -4.11
H -3.50 5.94 -1.89
H 4.64 2.16 7.51
C -3.41 -0.24 2.21
H 3.20 2.98 7.93
H -6.85 -3.43 -2.47
C 0.84 2.27 1.46
H -3.80 -0.93 1.49
H -3.99 -1.61 3.78
C 4.75 -3.21 -1.97
C 2.43 -3.27 -1.22
H -6.15 -5.45 -1.17
O -1.38 1.54 -0.51
C 1.36 4.90 0.98
H -0.06 1.64 4.87
C -2.67 -0.15 -5.35
P -2.79 -0.90 -1.31
H 3.53 -2.04 1.09
H 1.57 4.22 -1.05
C -0.29 -3.46 -2.05
P -2.74 1.58 0.21
C 3.69 -1.02 -1.60
C 3.74 -2.48 -1.06
C -3.54 -0.64 3.54
H -1.00 0.54 -6.51
H 3.12 2.68 -1.60
C 5.38 -1.45 -4.39
C -2.20 -0.52 -2.98
C -5.92 -3.46 -1.91
C -2.39 1.83 2.92
H 4.73 1.14 0.21
H -2.16 2.05 5.04
As 0.69 -2.53 -0.67
H 1.13 2.65 6.74
C 1.03 4.42 2.24
O -1.62 -1.17 -0.37
H -0.19 0.01 -2.36
C -4.36 3.71 1.16
H 3.46 -1.04 -2.66
H 2.53 -4.21 -0.66
Cu 0.30 -0.15 -0.16
H -0.76 -3.16 1.27
C 1.00 1.44 5.02
H -5.47 -1.46 -2.46
H -2.58 3.67 -1.72
N 0.56 0.96 1.59
C -3.88 -2.34 -1.28
H -4.76 0.17 -0.32
C 1.68 2.02 6.07
C 2.89 1.76 -2.15
C 3.73 0.97 5.39
C 0.23 -3.48 0.96
C -2.84 0.99 1.89
C -4.32 -4.59 -0.48
H 4.64 -0.66 -4.27
C 4.24 -2.49 0.40
C -3.13 0.22 4.55
H -1.90 2.79 2.74
C -3.08 -0.53 -4.08
C 1.70 0.63 4.11
H 5.76 -2.85 -1.76
H -4.66 3.09 1.99
H 2.27 -3.52 -2.25
H -3.36 -0.15 -6.16
C -4.56 5.80 -0.03
C -4.88 5.01 1.07
N 1.12 2.66 0.20
H 5.73 -1.43 -5.42
H 4.80 0.83 5.53
H 0.58 0.63 -4.59
H -5.52 5.41 1.86
C 1.36 3.94 -0.02
C -3.83 0.49 -0.81
C -0.88 -0.09 -3.17
C 2.85 -2.97 -4.50
H 4.75 -4.26 -1.64
H 3.77 1.45 -2.72
As 4.70 -3.24 -3.95
H -4.09 1.08 -1.68
H 2.01 1.92 -2.77
C -3.74 5.31 -1.05
H 4.72 -0.63 -1.53
H 3.59 -0.23 3.64
C -3.50 -3.47 -0.55
N 3.76 2.54 7.19
H -4.02 -5.46 0.09
H -1.34 -3.42 -1.89
H -4.93 6.81 -0.07
H 0.99 -3.25 1.69
H 2.30 -3.90 -4.29
C -0.45 0.29 -4.44
```

Values from the calculation:
Kohn-Sham gap (spin up / spin down) ... 8.06 / 6.50 eV
HOMO level (spin up / spin down) ... -9.936 / -9.976 eV
Spin multiplicity ... 2
Largest force on an atom ... 1.852 eV Å⁻¹
Molar mass ... 1113.32 g mol⁻¹
Charge ... +1
Calculated total energy ... -319358.932 eV


Entry from OMol25: a structure of composition C46H58BCl3N11NaO6S4 (the ωB97M-V functional and the def2-TZVPD basis).

Structure (XYZ):
```
130
C46H58BCl3N11NaO6S4 (the ωB97M-V functional and the def2-TZVPD basis)
H 2.90 4.88 -2.46
C 0.66 1.77 -5.16
C 2.74 1.58 0.99
C 0.55 -4.58 -1.47
C -3.75 -0.81 5.03
H -1.34 -6.40 -0.93
C -2.86 -0.03 -1.51
H 2.81 3.01 -8.10
H -4.23 -0.73 5.98
C -6.65 -0.38 2.89
C 2.07 -0.98 -3.31
N -0.86 -2.79 2.10
C 0.80 0.57 -2.45
O 0.51 2.17 -6.53
H 2.33 -0.34 1.48
H -6.86 -1.37 3.32
H -6.27 -0.52 1.88
C 3.92 0.71 5.20
H 2.48 -1.64 -4.06
H 1.67 -6.30 1.33
H -0.21 2.21 -4.66
C -6.22 0.49 5.16
C 1.84 3.48 -3.69
N 1.08 -0.08 -3.60
C 4.21 3.48 -3.42
C 1.90 2.39 -4.55
H 5.18 2.01 -8.68
H 2.86 1.87 7.46
H 4.25 -0.11 5.84
C -3.90 2.42 -2.12
H 3.24 1.00 -5.48
N 1.52 0.14 -1.45
H 1.13 -3.66 -1.31
H -4.27 3.41 -2.32
N -2.22 1.06 -1.07
C -0.41 -6.61 -0.41
C 4.27 1.46 -8.46
H -0.88 -0.57 1.75
H -2.17 -5.57 1.01
C 3.56 3.80 0.34
H 0.17 1.71 -8.44
H 4.20 4.12 -0.48
C 2.07 0.93 -7.92
H 0.05 1.35 -2.39
N 3.77 2.39 0.60
C -1.59 -4.71 1.28
C 2.25 2.51 4.90
H 0.18 -7.29 -1.02
H 5.28 1.95 -4.49
C 0.99 -1.95 4.28
C 4.31 2.39 -4.27
H 2.38 0.17 7.44
C 0.64 1.23 -7.58
C 1.87 -1.27 5.02
C 0.41 -5.35 -0.16
C 3.04 1.95 -8.17
H 1.26 2.89 5.12
C -3.49 -0.66 2.81
C -5.63 0.36 3.76
H 3.76 4.41 1.21
C -2.00 3.40 -0.78
Na -0.28 1.26 0.60
H -6.42 -0.48 5.61
C -4.03 0.04 -2.26
O -3.07 -2.41 -1.09
C -2.22 -1.36 -1.18
C 2.46 1.11 5.48
C -5.33 1.76 3.22
O -2.54 4.59 -1.11
H -5.58 1.07 5.82
C -2.53 -1.27 4.72
H 3.00 3.17 5.34
H -5.45 1.37 -3.17
C 0.14 -3.29 1.32
H -4.51 -0.86 -2.61
S -0.49 1.59 3.80
H 2.99 -1.41 -1.36
H -1.76 -1.65 5.36
H 4.57 1.56 5.40
C 1.78 -5.78 0.37
H 3.95 -0.06 1.09
H -2.84 -3.48 2.59
H 2.52 3.93 0.06
H -2.00 5.27 -0.67
C 2.31 -0.85 -1.98
H 0.90 -3.01 4.11
Cl 0.32 4.21 -3.25
N -2.37 -1.18 3.35
H 2.36 2.51 3.81
N 3.09 0.33 1.43
H 0.09 0.31 -7.38
C 0.46 0.21 4.10
N -0.29 -4.49 0.83
C 2.98 4.03 -3.13
H -7.17 1.02 5.08
C 3.16 1.86 -4.83
H 4.71 2.08 0.80
S -3.75 -0.40 1.14
N 1.57 0.09 4.88
H -0.43 -4.30 -1.85
C 2.63 -0.30 -8.05
S 1.63 -2.53 1.03
H 2.23 -6.47 -0.35
H -6.24 2.36 3.24
O -1.04 3.29 -0.07
C 2.20 1.14 6.99
O 1.58 1.97 0.98
N 0.12 -1.05 3.71
H -7.57 0.19 2.85
H 1.16 1.43 7.18
H -3.92 -2.13 -0.73
H -0.43 -0.09 -5.06
C -2.75 2.24 -1.37
H 2.70 -1.62 5.61
S 4.30 -0.26 -8.45
C -1.93 -3.67 2.06
Cl 1.84 -1.82 -7.84
H 4.03 0.41 4.16
C -4.55 1.29 -2.58
H 1.06 -5.20 -2.21
H -0.64 -7.13 0.53
N -4.36 -0.42 3.84
C 0.59 0.26 -4.92
B -0.98 -1.34 2.64
H -4.58 2.24 3.85
H -4.95 1.70 2.20
H 1.22 -0.28 -5.63
O -1.04 -1.50 -1.11
H 2.44 -4.93 0.52
Cl 5.64 4.16 -2.71
```

Values from the calculation:
Kohn-Sham gap ... 6.19 eV
HOMO level ... -6.396 eV
Largest force on an atom ... 1.117 eV Å⁻¹
Molar mass ... 1129.47 g mol⁻¹
Calculated total energy ... -163329.249 eV